[1]
Molecular formula: CH3Cl3O3Si
Method: DFT, wB97M-V/def2-TZVPD

Computed properties:
* gap between HOMO and LUMO: 8.2965 eV
* relative energy (zero: lowest compared OMol25 entry of this formula, charge and spin): 4.9 kcal per mole
* maximum force: 0.0361 Eh/bohr
* HOMO: -10.242 eV

Last column: natural (NBO) charge in e.
Cartesian coordinates (Å):
C: -0.517269 0.305913 -0.357567  -1.2046
O: 0.600594 -3.808606 -1.925594  -0.7051
O: -2.367957 -1.534096 0.228875  -0.9279
O: -0.619637 -1.152792 2.440948  -1.1520
Si: -1.033207 -0.827426 1.012708  2.1580
Cl: -0.496358 -3.558851 -0.989645  0.8568
Cl: -3.272517 -2.857637 0.678733  0.2822
Cl: -0.252354 -4.440361 0.929383  -0.1360
H: -1.127968 0.013442 -1.243422  0.2735
H: -0.641133 1.411595 -0.175628  0.2817
H: 0.565252 0.200462 -0.532219  0.2734

Cartesian forces (eV/Å) of the 6 atoms listed first:
C 0.1 0.9 -0.3
O 1.3 -0.4 -0.9
O 0.7 0.5 0.1
O 0.0 0.3 -0.7
Si -1.2 -0.6 0.2
Cl -1.2 0.0 1.4


[2]
Molecular formula: C12H8N2O2
Method: DFT, wB97M-V/def2-TZVPD

Computed properties:
* gap between HOMO and LUMO: 8.1730 eV
* relative energy (zero: lowest compared OMol25 entry of this formula, charge and spin): 26.1 kcal per mole
* maximum force: 0.0987 Eh/bohr
* HOMO: -8.429 eV
* SMILES string: Oc1ccc2c(-c3ccco3)nccc2n1

Last column: natural (NBO) charge in e.
Cartesian coordinates (Å):
O: 2.946340 2.223137 2.908529  -0.6449
C: 2.186820 1.415144 2.151726  0.5174
C: 1.210825 0.481904 2.513356  -0.2967
C: 0.425632 -0.268561 1.549658  -0.0864
C: 0.612250 0.116029 0.164276  -0.1495
C: -0.094428 -0.375656 -0.876223  0.2032
C: -1.350673 -1.159795 -0.709710  0.2397
C: -2.450234 -0.952081 -1.531447  -0.2582
C: -3.558823 -1.805875 -1.145808  -0.3019
C: -3.127669 -2.377846 0.041517  0.0731
O: -1.765644 -2.037961 0.225943  -0.4238
N: 0.314131 -0.078956 -2.083694  -0.4124
C: 1.181297 0.928719 -2.311427  0.0184
C: 1.884271 1.448429 -1.285328  -0.2119
C: 1.614143 1.027063 -0.041557  0.1598
N: 2.361608 1.592293 0.878864  -0.4948
H: 3.291480 2.836873 2.265410  0.4987
H: 1.123605 0.148833 3.509769  0.2205
H: -0.324603 -0.927332 1.875374  0.2328
H: -2.538084 -0.229552 -2.300449  0.2270
H: -4.543027 -1.942694 -1.621329  0.2380
H: -3.693929 -3.151513 0.614930  0.2209
H: 1.528080 0.990269 -3.343922  0.2020
H: 2.766633 2.099132 -1.448460  0.2291

Cartesian forces (eV/Å) of the 6 atoms listed first:
O -0.9 -1.1 1.5
C -0.3 0.0 -2.1
C -1.8 -2.8 -0.8
C 2.9 4.1 0.5
C -0.3 -0.9 4.9
C -0.7 -1.2 -1.1


[3]
Molecular formula: C6H9NO3
Method: DFT, wB97M-V/def2-TZVPD

Computed properties:
* gap between HOMO and LUMO: 10.2607 eV
* relative energy (zero: lowest compared OMol25 entry of this formula, charge and spin): 83.9 kcal per mole
* maximum force: 0.0971 Eh/bohr
* HOMO: -9.747 eV

Last column: natural (NBO) charge in e.
Cartesian coordinates (Å):
N: 2.437896 0.363488 0.839339  -0.7786
C: 1.666596 -0.102766 -0.109644  0.5823
C: 0.164685 -0.106031 -0.014440  0.1488
C: -0.507914 -1.077355 0.969807  -0.4416
C: -1.498368 -1.188230 -0.198651  0.0601
C: -2.497817 -0.046521 -0.148413  -0.0890
O: -1.878347 1.121045 0.371001  -0.5246
C: -0.504157 1.269203 0.073324  -0.0703
O: -0.448664 -0.794957 -1.126173  -0.5118
H: 0.074308 -1.993516 1.111129  0.2255
H: -0.865483 -0.679767 1.925551  0.2200
H: -1.950340 -2.153540 -0.452785  0.2013
H: -2.890517 0.135476 -1.163151  0.1868
H: -3.334764 -0.288801 0.520535  0.1933
H: -0.060220 1.872385 0.876823  0.2000
H: -0.359120 1.786779 -0.890327  0.1968
O: 2.179829 0.322864 -1.231467  -0.6591
H: 2.108283 0.123494 1.770166  0.3564
H: 3.073044 0.869136 -0.524279  0.5038

Cartesian forces (eV/Å) of the 6 atoms listed first:
N -1.0 -1.9 1.1
C 0.7 4.9 0.9
C 0.3 -1.9 0.1
C -0.2 0.0 0.2
C -0.3 -0.2 0.0
C -0.2 -0.2 -0.2